Record 1
This record from the OMol25 dataset describes one molecule with the formula C25H29FN4O3S. The level of theory is the ωB97M-V functional and the def2-TZVPD basis.

Geometry (Å):
C: 1.4639 3.9182 2.7519
H: 2.4385 4.0356 3.2349
O: 1.5931 3.7287 1.3630
C: 2.2727 2.6456 0.9051
C: 2.8626 1.6857 1.7233
C: 3.5354 0.6120 1.1618
C: 3.5962 0.4921 -0.2093
C: 3.0156 1.4391 -1.0314
C: 2.3605 2.5318 -0.4956
C: 1.7828 3.6031 -1.3665
H: 1.6709 3.2495 -2.3873
H: 0.8210 3.9370 -0.9839
H: 2.4463 4.4675 -1.3705
H: 3.1089 1.3156 -2.0986
S: 4.4416 -0.9022 -0.9472
O: 5.6250 -1.1977 -0.1956
O: 4.5359 -0.6653 -2.3553
N: 3.4391 -2.2184 -0.7376
H: 3.5684 -2.6840 0.1451
C: 2.0816 -2.0978 -1.2015
H: 2.1107 -1.3390 -1.9850
H: 1.7806 -3.0513 -1.6445
C: 1.0988 -1.6673 -0.0896
N: 0.2118 -0.6051 -0.5574
C: -0.4878 0.0722 0.5182
C: -1.1406 1.3499 -0.0244
N: -2.0596 1.0420 -1.0983
C: -3.3913 0.7724 -0.8150
C: -4.0925 1.6094 0.0646
C: -5.4321 1.4184 0.3295
C: -6.1025 0.3841 -0.2972
C: -5.4527 -0.4505 -1.1840
C: -4.1077 -0.2573 -1.4362
H: -3.6219 -0.9320 -2.1218
H: -5.9941 -1.2501 -1.6645
F: -7.4178 0.1913 -0.0394
H: -5.9620 2.0692 1.0071
H: -3.5892 2.4404 0.5330
C: -1.3595 0.3203 -2.1362
C: -0.7272 -0.9706 -1.6022
H: -0.1915 -1.4762 -2.4057
H: -1.5212 -1.6371 -1.2246
H: -2.0300 0.1155 -2.9696
H: -0.5547 0.9717 -2.4924
H: -1.6508 1.8642 0.7874
H: -0.3566 1.9985 -0.4217
H: 0.2360 0.3410 1.2912
H: -1.2691 -0.5658 0.9712
C: 0.3625 -2.8351 0.5316
C: 0.2754 -2.9501 1.9161
C: -0.4533 -3.9854 2.4760
C: -1.0868 -4.8757 1.6224
N: -1.0149 -4.7820 0.3067
C: -0.3111 -3.7969 -0.2195
H: -0.2867 -3.7856 -1.3012
H: -1.6759 -5.6994 2.0021
H: -0.5294 -4.0963 3.5465
H: 0.7797 -2.2321 2.5498
H: 1.6999 -1.1973 0.7008
H: 4.0261 -0.1218 1.7825
H: 2.8166 1.7729 2.7973
H: 0.8927 4.8376 2.8696
H: 0.9196 3.0929 3.2221

Results
Frontier orbital gap (eV): 8.03
E_tot (eV): -52050.523
Relative energy (zero: lowest compared OMol25 entry of this formula, charge and spin) (eV): 0.094
Molecular weight (g mol⁻¹): 484.60
SMILES: COc1ccc(S(=O)(=O)NC[C@H](c2cccnc2)N2CCN(c3ccc(F)cc3)CC2)cc1C



Record 2
This record from the OMol25 dataset describes one molecule with the formula C25H29N3O5. The level of theory is the ωB97M-V functional and the def2-TZVPD basis.

Geometry (Å):
C: -3.5153 -3.0442 -1.0588
C: -3.2446 -1.5735 -1.0122
C: -2.6785 -0.9108 -2.0902
C: -2.3948 0.4382 -2.0085
C: -2.6238 1.1735 -0.8534
C: -3.1764 0.5025 0.2422
C: -3.5016 -0.8478 0.1430
H: -3.9847 -1.3453 0.9743
O: -3.4030 1.2166 1.4057
C: -3.0628 0.6155 2.6382
C: -1.5665 0.3071 2.6949
O: -0.7395 1.0018 3.2516
N: -1.2284 -0.8388 2.0613
N: 0.1200 -1.1149 1.8383
C: 0.4635 -2.0059 0.8805
O: -0.3576 -2.7289 0.3608
C: 1.9658 -2.0105 0.5853
N: 2.3863 -0.6419 0.3491
C: 1.7264 0.2274 -0.5131
O: 0.7078 -0.0278 -1.1018
C: 2.5236 1.4765 -0.4937
C: 2.3374 2.6699 -1.1591
C: 3.2596 3.6865 -0.9294
C: 4.3260 3.5058 -0.0625
C: 4.5127 2.3012 0.6094
C: 3.5993 1.2936 0.3810
C: 3.5165 -0.0780 0.9338
O: 4.2244 -0.6369 1.7309
H: 5.3390 2.1542 1.2868
H: 5.0241 4.3139 0.0957
H: 3.1413 4.6330 -1.4351
H: 1.5044 2.8035 -1.8311
H: 2.5129 -2.3439 1.4772
C: 2.2968 -2.9410 -0.5978
C: 2.1810 -4.3933 -0.1431
H: 1.1830 -4.5938 0.2344
H: 2.3718 -5.0603 -0.9797
H: 2.9067 -4.6054 0.6397
C: 3.6992 -2.6638 -1.1347
H: 4.4336 -2.7241 -0.3337
H: 3.7646 -1.6782 -1.5920
H: 3.9542 -3.4011 -1.8915
H: 1.5603 -2.7541 -1.3851
H: 0.7351 -0.4266 2.2575
H: -1.8345 -1.3191 1.3949
H: -3.2943 1.3692 3.3941
H: -3.6468 -0.2911 2.8382
C: -2.2644 2.6391 -0.8158
C: -1.1735 2.9172 0.2212
H: -0.8115 3.9387 0.1218
H: -0.3368 2.2371 0.0753
H: -1.5539 2.7881 1.2295
C: -3.4981 3.5064 -0.5616
H: -3.9257 3.2755 0.4092
H: -3.2262 4.5597 -0.5840
H: -4.2510 3.3249 -1.3258
H: -1.8623 2.8987 -1.8024
H: -1.9583 0.9361 -2.8617
H: -2.4559 -1.4541 -2.9957
H: -2.6217 -3.5744 -0.7273
H: -3.7445 -3.3658 -2.0715
H: -4.3400 -3.3160 -0.4036

Results
Frontier orbital gap (eV): 7.84
E_tot (eV): -41104.934
Relative energy (zero: lowest compared OMol25 entry of this formula, charge and spin) (eV): 0.697
Molecular weight (g mol⁻¹): 451.52
SMILES: Cc1ccc(C(C)C)c(OCC(=O)NNC(=O)[C@@H](C(C)C)N2C(=O)c3ccccc3C2=O)c1



Record 3
This record from the OMol25 dataset describes C25H29N3P2Y as an isolated structure at a distorted geometry. The level of theory is the ωB97M-V functional and the def2-TZVPD basis.

Geometry (Å):
C: -1.4973 3.3755 -2.7067
C: -1.3038 2.0490 -2.3178
C: 0.0374 1.5300 -2.3176
C: 1.1726 2.3648 -2.6056
C: 0.8996 3.7030 -3.0454
C: -0.4131 4.1647 -3.1512
C: 2.5091 1.8331 -2.3714
C: 2.6483 0.3949 -2.5338
C: 1.4871 -0.4440 -2.2965
C: 1.6125 -1.8651 -2.1862
C: 2.8614 -2.4523 -2.4249
C: 3.9528 -1.6640 -2.8387
C: 3.8640 -0.2704 -2.8730
H: -2.4928 3.8376 -2.6461
H: 1.7142 4.3474 -3.3981
H: -0.6215 5.1930 -3.5020
H: 3.3908 2.4717 -2.6017
H: 3.0181 -3.5244 -2.2645
H: 4.9179 -2.1604 -3.0564
H: 4.7330 0.3249 -3.1721
N: 0.2597 0.1781 -1.9563
Y: 0.5315 0.3232 0.2178
C: -2.4178 1.2090 -1.7466
H: -2.3150 0.1669 -2.1129
H: -3.4148 1.5944 -2.0310
C: 0.4487 -2.6449 -1.6480
H: -0.4931 -2.3210 -2.1424
H: 0.5773 -3.7407 -1.7373
P: -2.3299 1.0678 0.1400
P: 0.1410 -2.2775 0.1784
C: 1.3787 -3.3457 1.0215
H: 1.3006 -3.1901 2.1091
H: 1.2023 -4.4099 0.7864
H: 2.4037 -3.0674 0.7359
C: -1.3295 -3.3100 0.4538
H: -1.0757 -4.3500 0.1780
H: -1.6384 -3.2448 1.5085
H: -2.1549 -2.9403 -0.1711
C: -2.8283 2.7450 0.7456
H: -3.8323 3.0674 0.4206
H: -2.8062 2.7331 1.8475
H: -2.0917 3.5031 0.4463
C: -3.8608 0.1160 0.4762
H: -3.9884 0.0019 1.5637
H: -4.7600 0.5925 0.0450
H: -3.7544 -0.8960 0.0587
H: 3.0915 1.8178 -1.3066
H: 0.3297 2.0000 1.0326
N: 3.0014 -0.1324 6.5641
C: 2.0697 -0.1715 5.8723
C: 0.8959 -0.2549 5.0249
C: -0.3682 -0.4688 5.6135
C: -1.4382 -0.5905 4.7390
C: -1.2482 -0.5234 3.3630
N: -0.0566 -0.1978 2.7808
C: 1.0225 -0.1472 3.6254
H: -0.4646 -0.5436 6.6650
H: -2.4390 -0.7530 5.1272
H: -2.0590 -0.7713 2.6758
H: 2.0204 -0.0326 3.1454

Results
Frontier orbital gap (eV): 6.48
E_tot (eV): -50480.157
Charge: +1
Relative energy (zero: lowest compared OMol25 entry of this formula, charge and spin) (eV): 0.000
Molecular weight (g mol⁻¹): 522.38



Question: Number 2 is which compound?
Answer: C25H29N3O5



Question: What is the frontier orbital gap in the third record?
Answer: 6.48 eV



What did the second record say?
This record from the OMol25 dataset describes one molecule with the formula C25H29N3O5. The level of theory is the ωB97M-V functional and the def2-TZVPD basis.

Geometry (Å):
C: -3.5153 -3.0442 -1.0588
C: -3.2446 -1.5735 -1.0122
C: -2.6785 -0.9108 -2.0902
C: -2.3948 0.4382 -2.0085
C: -2.6238 1.1735 -0.8534
C: -3.1764 0.5025 0.2422
C: -3.5016 -0.8478 0.1430
H: -3.9847 -1.3453 0.9743
O: -3.4030 1.2166 1.4057
C: -3.0628 0.6155 2.6382
C: -1.5665 0.3071 2.6949
O: -0.7395 1.0018 3.2516
N: -1.2284 -0.8388 2.0613
N: 0.1200 -1.1149 1.8383
C: 0.4635 -2.0059 0.8805
O: -0.3576 -2.7289 0.3608
C: 1.9658 -2.0105 0.5853
N: 2.3863 -0.6419 0.3491
C: 1.7264 0.2274 -0.5131
O: 0.7078 -0.0278 -1.1018
C: 2.5236 1.4765 -0.4937
C: 2.3374 2.6699 -1.1591
C: 3.2596 3.6865 -0.9294
C: 4.3260 3.5058 -0.0625
C: 4.5127 2.3012 0.6094
C: 3.5993 1.2936 0.3810
C: 3.5165 -0.0780 0.9338
O: 4.2244 -0.6369 1.7309
H: 5.3390 2.1542 1.2868
H: 5.0241 4.3139 0.0957
H: 3.1413 4.6330 -1.4351
H: 1.5044 2.8035 -1.8311
H: 2.5129 -2.3439 1.4772
C: 2.2968 -2.9410 -0.5978
C: 2.1810 -4.3933 -0.1431
H: 1.1830 -4.5938 0.2344
H: 2.3718 -5.0603 -0.9797
H: 2.9067 -4.6054 0.6397
C: 3.6992 -2.6638 -1.1347
H: 4.4336 -2.7241 -0.3337
H: 3.7646 -1.6782 -1.5920
H: 3.9542 -3.4011 -1.8915
H: 1.5603 -2.7541 -1.3851
H: 0.7351 -0.4266 2.2575
H: -1.8345 -1.3191 1.3949
H: -3.2943 1.3692 3.3941
H: -3.6468 -0.2911 2.8382
C: -2.2644 2.6391 -0.8158
C: -1.1735 2.9172 0.2212
H: -0.8115 3.9387 0.1218
H: -0.3368 2.2371 0.0753
H: -1.5539 2.7881 1.2295
C: -3.4981 3.5064 -0.5616
H: -3.9257 3.2755 0.4092
H: -3.2262 4.5597 -0.5840
H: -4.2510 3.3249 -1.3258
H: -1.8623 2.8987 -1.8024
H: -1.9583 0.9361 -2.8617
H: -2.4559 -1.4541 -2.9957
H: -2.6217 -3.5744 -0.7273
H: -3.7445 -3.3658 -2.0715
H: -4.3400 -3.3160 -0.4036

Results
Frontier orbital gap (eV): 7.84
E_tot (eV): -41104.934
Relative energy (zero: lowest compared OMol25 entry of this formula, charge and spin) (eV): 0.697
Molecular weight (g mol⁻¹): 451.52
SMILES: Cc1ccc(C(C)C)c(OCC(=O)NNC(=O)[C@@H](C(C)C)N2C(=O)c3ccccc3C2=O)c1



Question: The lowest frontier orbital gap belongs to which entry?
Answer: C25H29N3P2Y